Formula: C8H13NO2
Source: the OMol25 dataset
Level of theory: ωB97M-V/def2-TZVPD

```
24
Properties=species:S:1:pos:R:3:nbo_charge:R:1
C 1.37052 -1.30047 -0.60465 -0.64
C 1.19097 0.17769 -0.46582 -0.22
C 2.10467 1.12462 -0.60990 0.07
C 2.57218 3.40530 -0.26562 0.65
C -2.83888 -2.73739 -0.24171 -0.20
C -2.00156 -2.41793 1.00622 -0.49
C -1.67171 -0.99919 1.15781 0.02
C -1.44285 0.17179 1.32597 -0.28
H 1.16996 -1.78879 0.34351 0.22
H 2.39222 -1.57089 -0.94067 0.22
H 0.60214 -1.75303 -1.26284 0.22
H 0.27907 0.45764 0.02228 0.22
H 3.12001 1.05838 -1.03491 0.21
H 2.04211 4.30990 0.11569 0.13
H -4.77984 -2.51399 -0.83634 0.36
H -4.58271 -2.55497 0.79006 0.35
H -2.35292 -2.30340 -1.12766 0.19
H -2.83398 -3.82768 -0.35973 0.17
H -2.57454 -2.75780 1.89188 0.23
H -1.07438 -3.01513 1.00807 0.24
H -1.28792 1.22355 1.42548 0.24
N -4.17054 -2.19858 -0.07963 -0.83
O 1.68631 2.40778 -0.32153 -0.50
O 3.73551 3.32718 -0.58988 -0.58
```

The value obtained for the LUMO energy is 0.8 eV. As for the multiplicity: 1. The gap between HOMO and LUMO is 9.984 eV. The structure (SMILES) is C/C=C/OC=O.C#CCCN. The calculation puts the highest occupied orbital energy at -9.2 eV. The value obtained for the energy above the lowest of the compared OMol25 structures with the same formula, charge and spin is 78.56 kcal/mol.